ORCA calculation (ωB97M-V with the def2-TZVPD basis set) on a structure of composition C34H41BCl2N7O2S6W in a non-equilibrium geometry.

```
94
Properties=species:S:1:pos:R:3:mulliken_charge:R:1
W 6.2797 0.5566 20.3847 1.08
C 2.9727 2.8490 25.6812 -1.39
C 4.0241 3.9417 25.9841 1.04
C 3.4452 5.3341 25.7227 -1.57
C 4.4689 3.8348 27.4576 -1.97
N 5.2308 3.6368 25.1651 0.62
C 6.4656 3.2357 25.6533 -0.46
C 7.2530 2.9097 24.6205 -1.04
N 6.5532 3.2213 23.4444 0.38
B 7.1769 2.9998 22.0228 -0.25
N 8.7061 2.5706 22.0749 1.34
C 9.7098 3.3460 22.7072 -1.07
C 10.8314 2.5823 22.7928 -0.55
N 10.5517 1.3060 22.2857 0.48
C 9.2869 1.3827 21.8154 0.08
S 8.5170 0.1628 20.8181 -0.25
C 11.4577 0.1543 22.2840 1.20
C 10.8261 -1.0081 23.1216 -1.55
C 12.7746 0.4929 23.0059 -2.14
C 11.7253 -0.2640 20.8134 -1.54
N 6.8986 4.1585 21.0736 0.83
C 6.9038 5.5540 21.3747 -1.33
C 7.0927 6.2204 20.2085 -0.46
N 7.3291 5.2773 19.1883 0.58
C 7.1300 4.0383 19.7368 0.25
S 6.8240 2.6139 18.8799 -0.20
C 7.7314 5.5526 17.7573 1.02
C 7.8344 7.0842 17.5932 -1.89
C 9.0776 4.8030 17.5544 -1.47
C 6.6323 5.1208 16.7674 -1.24
C 5.2987 3.6654 23.7804 0.04
S 4.1332 4.2417 22.8224 -0.43
H 2.1240 2.9233 26.3796 0.47
H 3.3660 1.8116 25.7054 0.25
H 2.5370 3.0683 24.6685 0.32
H 2.6487 5.5050 26.4871 0.43
H 3.0023 5.4515 24.7139 0.31
H 4.1350 6.1559 25.8470 0.38
H 3.5954 4.0013 28.0931 0.44
H 5.2367 4.6122 27.7154 0.38
H 4.8087 2.8398 27.6793 0.49
H 6.7228 3.1366 26.6939 0.51
H 8.1753 2.3880 24.5798 0.35
H 6.5756 2.0056 21.5319 -0.68
H 9.5223 4.3936 22.9657 0.59
H 11.7786 2.7817 23.2631 0.52
H 10.4430 -0.6073 24.0535 0.46
H 11.5975 -1.7950 23.3356 0.46
H 10.0039 -1.5491 22.5851 0.28
H 12.6701 0.5780 24.0705 0.45
H 13.2076 1.3956 22.5479 0.56
H 13.5345 -0.2785 22.8461 0.46
H 10.9622 -0.9703 20.4512 0.36
H 12.7057 -0.7916 20.7219 0.42
H 11.8246 0.6622 20.2291 0.35
H 6.6595 5.9124 22.3544 0.71
H 7.1863 7.2907 20.0282 0.42
H 8.4539 7.5443 18.3958 0.48
H 6.8225 7.5200 17.5801 0.41
H 8.3783 7.3684 16.6619 0.36
H 9.8335 5.0362 18.3324 0.33
H 9.4861 5.1204 16.5794 0.49
H 8.9545 3.7158 17.4959 0.31
H 5.6740 5.6964 16.7919 0.32
H 6.3394 4.0713 16.9747 0.29
H 7.1039 5.0967 15.7556 0.40
Cl 3.9193 1.3457 19.8006 0.00
C 3.5499 0.3873 18.3896 0.60
C 2.3830 0.6753 17.6628 -0.63
C 1.9658 -0.1782 16.6368 -0.58
C 2.5669 -1.4138 16.5114 -0.54
C 3.7204 -1.7214 17.2756 0.15
Cl 4.6383 -3.1381 16.8953 -0.20
C 4.2830 -0.7930 18.1734 0.22
S 5.8755 -1.1056 18.9487 -0.26
H 1.8220 1.5935 17.9456 0.39
H 1.1702 0.1248 15.9734 0.41
H 2.2086 -2.1813 15.8656 0.45
O 8.2440 -1.0100 26.3684 -0.63
S 6.9050 -1.2316 25.8784 1.09
O 5.7320 -1.0314 26.6629 -0.62
N 6.7083 -0.1400 24.5510 0.02
C 6.2714 -0.7945 23.5308 0.36
S 5.1459 0.1034 22.4191 -0.38
C 6.3571 -2.3146 23.5935 0.50
C 6.1136 -3.2854 22.6050 -0.43
C 6.3830 -4.6023 22.9152 -0.57
C 6.9214 -5.0082 24.1551 -0.63
C 7.0242 -4.0524 25.1716 -0.43
C 6.8029 -2.7184 24.8599 0.02
H 5.8025 -2.9336 21.6121 0.29
H 6.2925 -5.3576 22.1324 0.38
H 7.1183 -6.0475 24.3711 0.43
H 7.1940 -4.3594 26.2026 0.41
```

The expectation value of S² is 2.0219. The multiplicity is 3. As for the HOMO-LUMO gap (alpha / beta): 0.1962 / 0.1806 Ha. Its HOMO energy (alpha / beta) is -9.200 / -9.199 eV. The strongest force on any atom is 0.05574 Eh/bohr. The charge is +1.


ORCA calculation (ωB97M-V with the def2-TZVPD basis set) on a cluster of 2 separate species, H5N3 in total in a non-equilibrium geometry.

```
8
Properties=species:S:1:pos:R:3:nbo_charge:R:1
N 0.2972 -1.1841 0.2274 -0.63
N -1.2260 0.3490 0.0101 -0.59
N -0.2901 -0.3276 -0.5975 -0.05
H 0.7699 -0.9247 1.1791 0.35
H 0.7912 -1.9545 -0.1897 0.38
H -1.4587 1.1334 -0.5930 0.36
H -0.9806 0.9224 0.8983 0.32
H 0.9538 1.0418 -0.9905 -0.13
```

The multiplicity is 1. As for the HOMO-LUMO gap (alpha / beta): 0.2809 / 0.3328 Ha. Its HOMO energy (alpha / beta) is -7.403 / -8.420 eV. The strongest force on any atom is 0.09938 Eh/bohr.


ORCA calculation (ωB97M-V with the def2-TZVPD basis set) on a structure of composition C31H22BrCl2F5N6O3TeV in a non-equilibrium geometry.

```
72
Properties=species:S:1:pos:R:3:mulliken_charge:R:1
V -0.6491 0.7209 -0.4942 -0.55
Cl 2.6427 0.5341 -6.4514 -0.27
C 1.3475 0.5581 -5.2891 0.16
C 1.6037 1.0796 -4.0294 -0.88
C 0.5985 1.1175 -3.0665 0.05
N 0.7466 1.5524 -1.7371 0.88
C 1.6710 2.4968 -1.4443 0.22
O 2.3154 3.1370 -2.2832 -0.81
C 2.0191 2.7313 0.0006 0.78
C 3.2124 3.3918 0.2452 -0.88
C 3.7010 3.5780 1.5373 -0.58
C 2.9831 3.0693 2.5913 -1.02
C 1.7563 2.4072 2.3840 0.15
N 1.2441 2.2787 1.0462 0.55
C -0.6817 0.6167 -3.4072 -0.37
C -0.9292 0.1038 -4.6752 -0.54
C 0.0878 0.0771 -5.6166 0.12
Cl -0.2467 -0.5596 -7.2013 -0.27
N -1.5939 0.7036 -2.3673 0.55
C -2.8982 0.9294 -2.5309 -0.02
O -3.5905 0.8570 -3.5540 -0.83
C -3.4905 1.4157 -1.2419 0.40
C -4.8344 1.7238 -1.1118 -0.78
C -5.2795 2.2638 0.0810 -0.22
C -4.3669 2.4882 1.1035 -0.93
C -3.0436 2.1462 0.9040 0.29
N -2.6163 1.6154 -0.2465 0.67
H 2.5820 1.4696 -3.8034 0.56
H 3.7478 3.7384 -0.6253 0.47
H 4.6299 4.1092 1.7010 0.40
H 3.3145 3.2016 3.6124 0.52
H -0.0774 1.6551 3.1340 0.45
H -1.9137 -0.2632 -4.9178 0.52
H -5.4822 1.5360 -1.9562 0.48
H -6.3264 2.5053 0.2186 0.39
H -4.6760 2.9007 2.0535 0.44
H -2.2970 2.2604 1.6788 0.20
Br 2.8446 -1.3506 -0.3500 -0.17
C 2.1025 -3.0814 -0.6637 0.10
C 3.0036 -4.1059 -0.5233 -0.72
C 2.6177 -5.4288 -0.7826 -0.52
C 1.3471 -5.7001 -1.1960 -0.91
C 0.3903 -4.6694 -1.3508 1.13
C -0.9142 -4.9776 -1.7899 -1.01
C -1.8380 -3.9786 -1.9329 -0.89
C -1.5223 -2.6569 -1.6325 0.19
C -0.2629 -2.2885 -1.1669 0.32
C 0.7561 -3.3169 -1.0575 0.04
H 4.0167 -3.8807 -0.2207 0.38
H 3.3417 -6.2265 -0.6618 0.35
H 1.0409 -6.7176 -1.4132 0.31
H -1.1631 -6.0108 -2.0023 0.30
H -2.8413 -4.2140 -2.2704 0.38
H -2.2677 -1.8767 -1.7201 0.19
C 2.6254 0.9293 4.8863 -1.18
N 1.3561 1.6100 4.6676 -0.08
C 0.3013 1.1139 5.5393 -0.96
C 0.9501 1.8788 3.3802 0.07
N 0.0846 1.7170 0.9260 -0.99
H 3.1721 1.3804 5.7207 0.28
H 3.2436 0.9712 3.9948 0.49
H 2.4487 -0.1271 5.1168 0.38
H 0.5811 1.2783 6.5838 0.33
H 0.1171 0.0446 5.3829 0.35
H -0.6263 1.6415 5.3334 0.28
F -1.7446 -1.6840 3.8836 -0.42
Te -1.5843 -0.9430 2.1532 1.99
F -3.5294 -1.1730 2.1706 -0.55
F 0.3005 -1.1120 2.6467 -0.59
F -1.9951 0.6786 3.2879 -0.65
F -1.5660 -2.8059 1.6546 -0.50
O 0.0032 -1.0645 -0.8345 0.03
```

The expectation value of S² is 3.8569. The multiplicity is 4. As for the HOMO-LUMO gap (alpha / beta): 0.2130 / 0.2499 Ha. Its HOMO energy (alpha / beta) is -1.478 / -2.485 eV. The strongest force on any atom is 0.01990 Eh/bohr. The charge is -2.


ORCA calculation (ωB97M-V with the def2-TZVPD basis set) on a structure of composition C38H45N2P2RuSi2.

```
90
Properties=species:S:1:pos:R:3:nbo_charge:R:1
Ru 0.7861 0.3521 -0.5192 1.14
C -2.8907 3.1986 -2.3447 -1.14
Si -1.0756 2.7536 -2.2736 1.84
C -0.0556 4.1793 -1.6235 -1.14
C -0.5466 2.3042 -4.0124 -1.15
N -0.8317 1.3991 -1.1628 -1.45
P -1.8794 0.3900 -0.4196 1.87
C -0.8111 -0.8751 0.0081 -1.23
P 0.0982 -1.3987 1.3466 1.91
N 1.5709 -0.7827 0.9298 -1.42
Si 3.1457 -0.9849 1.7260 1.83
C 3.8279 -2.6619 1.2653 -1.14
C 2.9363 -0.8923 3.5837 -1.13
C 4.2616 0.4151 1.1928 -1.14
C 0.1963 -3.1794 1.4929 -0.48
C 0.5482 -3.8153 2.6809 -0.18
C 0.7567 -5.1842 2.7000 -0.21
C 0.6231 -5.9230 1.5309 -0.17
C 0.2737 -5.2913 0.3446 -0.21
C 0.0612 -3.9235 0.3249 -0.11
C -0.5217 -0.7478 2.8934 -0.44
C -0.2411 0.5682 3.2435 -0.20
C -0.7982 1.1190 4.3842 -0.14
C -1.6343 0.3539 5.1884 -0.20
C -1.9269 -0.9562 4.8384 -0.20
C -1.3829 -1.5028 3.6872 -0.19
C -3.1440 -0.1415 -1.5731 -0.46
C -2.7310 -0.9094 -2.6606 -0.12
C -3.6419 -1.2964 -3.6250 -0.23
C -4.9779 -0.9250 -3.5046 -0.17
C -5.3952 -0.1711 -2.4191 -0.21
C -4.4793 0.2226 -1.4537 -0.17
C -2.6834 1.1722 0.9791 -0.48
C -2.4768 2.5226 1.2405 -0.12
C -3.1109 3.1284 2.3146 -0.23
C -3.9480 2.3837 3.1312 -0.18
C -4.1455 1.0309 2.8830 -0.22
C -3.5172 0.4249 1.8101 -0.12
H -2.9813 4.1817 -2.8113 0.25
H -3.3738 3.2620 -1.3685 0.24
H -3.4545 2.4908 -2.9527 0.25
H 0.1403 4.9083 -2.4105 0.25
H 0.9102 3.8331 -1.2481 0.24
H -0.5563 4.7027 -0.8075 0.24
H -0.8235 3.1335 -4.6683 0.26
H -1.0772 1.4229 -4.3792 0.24
H 0.5239 2.1433 -4.1447 0.24
H 3.3006 -3.4472 1.8102 0.25
H 4.8864 -2.7388 1.5154 0.25
H 3.7146 -2.8634 0.2005 0.24
H 2.3259 -1.6993 3.9857 0.24
H 2.5192 0.0520 3.9310 0.24
H 3.9308 -0.9953 4.0256 0.25
H 4.8216 0.2095 0.2815 0.24
H 4.9923 0.6128 1.9786 0.26
H 3.6985 1.3389 1.0414 0.24
H 0.6546 -3.2516 3.5986 0.23
H 1.0204 -5.6745 3.6272 0.23
H 0.7873 -6.9916 1.5465 0.23
H 0.1641 -5.8668 -0.5648 0.22
H -0.2165 -3.4274 -0.5986 0.23
H 0.4177 1.1717 2.6265 0.22
H -0.5753 2.1439 4.6487 0.22
H -2.0599 0.7830 6.0856 0.23
H -2.5823 -1.5532 5.4585 0.23
H -1.6335 -2.5199 3.4128 0.23
H -1.6925 -1.2127 -2.7444 0.22
H -3.3192 -1.8912 -4.4688 0.22
H -5.6918 -1.2285 -4.2581 0.23
H -6.4337 0.1146 -2.3243 0.23
H -4.8133 0.8253 -0.6185 0.23
H -1.8085 3.1013 0.6147 0.22
H -2.9507 4.1795 2.5130 0.23
H -4.4474 2.8550 3.9671 0.23
H -4.7912 0.4498 3.5273 0.23
H -3.6733 -0.6319 1.6229 0.22
C 2.3758 1.1508 -1.7471 -0.65
C 2.3854 -0.1849 -2.3242 -0.08
C 1.2419 -0.6527 -3.0041 -0.23
C 1.1400 -1.9811 -3.4173 -0.20
C 2.1681 -2.8630 -3.1630 -0.19
C 3.3177 -2.4178 -2.4953 -0.21
C 3.4223 -1.1161 -2.0720 -0.14
H 1.9096 1.9230 -2.3576 0.23
H 3.2809 1.4821 -1.2499 0.24
H 0.4645 0.0539 -3.2688 0.24
H 0.2556 -2.3065 -3.9493 0.22
H 2.1037 -3.8915 -3.4902 0.23
H 4.1320 -3.1075 -2.3167 0.23
H 4.3133 -0.7777 -1.5597 0.21
```

The expectation value of S² is 6.0306. The multiplicity is 5. As for the HOMO-LUMO gap (alpha / beta): 0.2897 / 0.2397 Ha. Its HOMO energy (alpha / beta) is -10.276 / -10.515 eV. The strongest force on any atom is 0.01182 Eh/bohr. The charge is +1.


ORCA calculation (ωB97M-V with the def2-TZVPD basis set) on the molecule C6H5NO in a non-equilibrium geometry.

```
13
Properties=species:S:1:pos:R:3:nbo_charge:R:1
C 2.0198 -0.6616 0.0866 -0.08
C 0.6356 0.5403 -0.2733 0.24
C -0.5217 1.3851 -0.0523 -0.21
C -1.7843 0.7263 -0.0415 -0.25
C -1.6727 -0.7797 0.0265 0.06
C 0.5514 -0.7063 -0.3814 0.05
H 2.2203 -1.1168 1.0493 0.21
H 2.6744 -1.1496 -0.6340 0.19
H -0.2403 2.4193 0.2661 0.23
H -2.7056 1.3407 -0.1525 0.24
H -2.5731 -1.3654 0.2069 0.19
N -0.6105 -1.4228 -0.0802 -0.40
O 2.0068 0.7906 -0.0201 -0.48
```

The multiplicity is 1. As for the HOMO-LUMO gap: 0.3553 Ha. Its HOMO energy is -9.265 eV. The strongest force on any atom is 0.17458 Eh/bohr.


ORCA calculation (ωB97M-V with the def2-TZVPD basis set) on a structure of composition CHF3O2STb in a non-equilibrium geometry.

```
9
Properties=species:S:1:pos:R:3:mulliken_charge:R:1
S -1.4031 -0.2313 0.0513 0.74
O -1.3489 0.9960 -0.9487 -0.65
O -1.1368 -1.3663 -0.9931 -0.65
Tb -0.7240 -0.0994 -2.8196 1.36
C 0.3386 0.0281 0.7925 0.68
F 0.1120 0.9938 1.7053 -0.20
F 0.6625 -1.0592 1.4996 -0.21
F 2.5585 0.6817 1.1677 -0.01
H 0.9412 0.0566 -0.4551 -0.06
```

The expectation value of S² is 13.0330. The multiplicity is 7. As for the HOMO-LUMO gap (alpha / beta): 0.3096 / 0.1931 Ha. Its HOMO energy (alpha / beta) is -14.029 / -12.918 eV. The strongest force on any atom is 0.08282 Eh/bohr. The charge is +1.


ORCA calculation (ωB97M-V with the def2-TZVPD basis set) on a structure of composition C28H45F9InOP2 in a non-equilibrium geometry.

```
86
Properties=species:S:1:pos:R:3:mulliken_charge:R:1
In 0.2573 -0.0858 0.1610 0.84
C 2.4893 -0.4441 0.4768 0.46
C 2.2758 0.9914 0.3270 1.80
C 1.0313 0.3730 2.2186 0.58
C 1.7719 -0.8092 1.6950 0.61
C 1.3762 1.5126 1.3812 0.43
C 3.6076 -1.2674 -0.1893 -1.65
H 3.7640 -0.9654 -1.2242 0.38
H 3.3877 -2.3316 -0.1909 0.39
H 4.5492 -1.1280 0.3414 0.32
C 1.9401 -2.1251 2.4764 -1.15
H 2.5234 -2.8627 1.9309 0.38
H 0.9876 -2.5746 2.7475 0.03
H 2.4732 -1.9329 3.4070 0.36
C 0.3176 0.4314 3.5801 -1.05
H 1.0002 0.7727 4.3577 0.44
H -0.0577 -0.5475 3.8772 -0.04
H -0.5314 1.1109 3.5581 0.15
C 1.3599 2.9278 2.0183 -1.86
H 2.2384 3.0318 2.6553 0.39
H 0.5019 3.0604 2.6745 0.44
H 1.3805 3.7805 1.3494 0.35
C 3.4623 1.7953 -0.2544 -1.99
H 4.3214 1.6581 0.4024 0.43
H 3.3108 2.8717 -0.2727 0.45
H 3.7867 1.4387 -1.2275 0.25
C -0.0166 1.3068 -3.3328 0.15
C 1.3274 1.2995 -3.2395 0.00
C 2.2164 2.2182 -4.0506 -1.23
C 2.1567 3.6530 -3.5020 -1.15
C 1.2080 3.8085 -2.3006 -0.42
C -0.1055 3.8473 -2.4611 -0.42
C -0.7903 3.6650 -3.8165 -0.89
C -0.7823 2.2048 -4.2908 -1.22
H 1.9048 2.2029 -5.0953 0.45
H 1.8237 4.3128 -4.3020 0.41
H 3.2344 1.8289 -4.0598 0.38
H -0.3478 2.1345 -5.2882 0.41
H -0.7075 0.7447 -2.7487 0.45
H 1.9115 0.6929 -2.5984 0.40
H -1.7973 1.8244 -4.4044 0.37
H -1.7907 4.0940 -3.8039 0.42
H -0.7391 4.2727 -1.7229 0.54
H -0.2870 4.2795 -4.5612 0.38
H 3.1436 4.0589 -3.2943 0.33
H 1.6199 4.1992 -1.4092 0.76
P 0.1046 -2.1571 -1.0109 1.19
C 0.6329 -3.7254 -0.0753 -1.00
H 0.3796 -4.6171 -0.6479 0.64
H 0.1445 -3.8240 0.8910 -0.13
H 1.7083 -3.7432 0.0727 0.30
C -1.5442 -2.8548 -1.6324 -1.17
H -1.4322 -3.8811 -1.9814 0.48
H -1.9245 -2.2612 -2.4631 0.44
H -2.2861 -2.8447 -0.8344 0.13
C 1.1117 -2.6714 -2.5442 -1.40
H 0.7819 -2.1284 -3.4295 0.41
H 0.9843 -3.7324 -2.7581 0.50
H 2.1741 -2.4855 -2.3925 0.32
P -1.7903 1.0187 0.3477 0.98
C -1.9506 2.6628 1.3227 -1.53
H -2.8702 3.1810 1.0492 0.50
H -1.1214 3.3431 1.1596 0.31
H -1.9606 2.5054 2.4010 0.41
C -3.2463 1.0310 -0.8835 -1.37
H -3.1902 1.8719 -1.5579 0.42
H -4.2228 1.1334 -0.4116 0.51
H -3.2630 0.1064 -1.4594 0.32
C -3.0881 0.4218 1.6466 -1.80
H -3.9097 1.1264 1.7836 0.92
H -2.6313 0.2797 2.6265 0.23
H -3.5486 -0.5183 1.3403 0.34
F -4.1373 -1.6828 2.9692 -0.24
C -3.4425 -2.6876 2.3139 -0.26
F -4.0685 -3.8144 2.8187 -0.23
F -3.7163 -2.7022 0.9616 -0.23
C -1.8615 -2.6368 2.5886 0.60
O -1.0580 -1.6539 1.6627 -0.09
C -1.7375 -2.3175 4.1378 0.07
F -2.5733 -3.1247 4.8940 -0.22
F -0.4621 -2.5539 4.6202 -0.23
F -2.1294 -1.0283 4.4389 -0.21
C -1.4656 -4.1950 2.5078 -0.13
F -2.1681 -4.9902 3.4002 -0.20
F -1.7703 -4.7168 1.2579 -0.24
F -0.1589 -4.4632 2.8747 -0.24
```

The multiplicity is 1. As for the HOMO-LUMO gap: 0.3094 Ha. Its HOMO energy is -11.203 eV. The strongest force on any atom is 0.15753 Eh/bohr. The charge is +1.


Question: Which of these has the highest multiplicity?
Answer: CHF3O2STb


Question: Which of these has the highest multiplicity?
Answer: CHF3O2STb


Question: Look up the strongest force on any atom of the first one.
Answer: 0.05574 Eh/bohr